Density functional theory data (ωB97M-V/def2-TZVPD) for a structure of composition C33H35BrF3N7O3PReS in a non-equilibrium geometry.

Structure (XYZ):
```
85
Properties=species:S:1:pos:R:3
Re 0.959 0.648 -1.087
O -2.381 -3.509 0.582
C -3.053 -2.822 -0.391
C -4.335 -3.159 -0.806
C -4.959 -2.412 -1.793
C -4.312 -1.323 -2.372
C -3.034 -0.994 -1.956
C -2.400 -1.731 -0.954
C -1.013 -1.386 -0.490
O -0.722 0.015 -0.635
N -0.008 -2.128 -1.227
N 1.047 -1.357 -1.643
C 1.872 -1.858 -2.511
C 2.862 -1.085 -3.191
Br 2.434 0.789 -3.256
C 3.937 -1.500 -3.889
C 4.501 -2.829 -3.945
C 5.329 -3.114 -5.038
C 5.822 -4.389 -5.233
C 5.514 -5.394 -4.326
C 4.743 -5.112 -3.201
C 4.254 -3.837 -3.001
H -2.904 -4.258 0.890
H -4.840 -4.011 -0.361
H -5.955 -2.687 -2.116
H -4.800 -0.745 -3.146
H -2.521 -0.142 -2.388
H -0.909 -1.643 0.564
H -0.306 -2.881 -1.827
H 1.743 -2.891 -2.826
H 4.441 -0.757 -4.501
H 5.552 -2.332 -5.757
H 6.443 -4.604 -6.092
H 5.896 -6.395 -4.479
H 4.544 -5.889 -2.474
H 3.741 -3.610 -2.073
O 0.441 2.564 -1.340
N 0.168 3.544 -0.445
C -0.151 4.760 -0.963
C -0.321 5.827 -0.140
C -0.152 5.649 1.245
C 0.121 4.399 1.739
C 0.266 3.304 0.867
S 0.562 1.718 1.406
H -0.226 4.798 -2.040
H -0.560 6.792 -0.565
H -0.231 6.494 1.918
H 0.251 4.225 2.800
C -4.034 0.229 4.640
N -4.058 1.661 4.075
C -5.331 1.803 3.216
N -5.354 0.807 2.210
C -5.309 -0.536 2.780
N -4.098 -0.712 3.582
C -2.879 -0.762 2.763
P -2.590 0.810 1.777
C -2.817 1.941 3.254
C -4.350 1.006 1.156
H -4.896 0.134 5.297
H -3.118 0.116 5.216
H -4.104 2.322 4.851
H -5.329 2.801 2.784
H -6.181 1.695 3.887
H -5.316 -1.267 1.974
H -6.186 -0.694 3.407
H -2.953 -1.606 2.079
H -2.016 -0.935 3.410
H -2.864 2.974 2.912
H -1.948 1.841 3.905
H -4.517 0.284 0.357
H -4.461 2.005 0.730
F 6.822 0.959 2.686
C 6.456 1.961 1.889
F 6.235 3.049 2.631
F 7.449 2.222 1.036
C 5.200 1.610 1.115
C 4.701 0.321 1.104
C 3.538 0.071 0.408
N 2.884 1.035 -0.262
C 3.402 2.279 -0.288
C 4.551 2.601 0.393
H 5.197 -0.476 1.639
H 3.108 -0.921 0.376
H 2.880 3.016 -0.882
H 4.935 3.613 0.362
```

Its multiplicity is 2. Its expectation value of S² is 0.7755. Its HOMO-LUMO gap (spin up / spin down) is 5.9 / 6.1 eV. Its total charge is +3.

***

Density functional theory data (ωB97M-V/def2-TZVPD) for a cluster of 5 separate species, C33H35F9N2O14S in total in a non-equilibrium geometry.

Structure (XYZ):
```
94
Properties=species:S:1:pos:R:3
C 8.714 -1.036 5.249
C 9.121 -0.839 4.023
C 9.422 -0.503 2.467
C 8.568 0.800 1.994
C 7.080 0.682 1.460
C 6.291 -0.707 1.289
C 6.240 -1.612 2.637
O 5.533 -1.261 3.634
O 7.015 -2.826 2.774
C 6.374 2.079 1.082
C 4.826 2.166 0.557
C 3.912 2.178 1.886
C 2.363 2.559 1.634
F 2.264 3.420 0.488
F 1.967 3.381 2.781
C 1.354 1.298 1.627
F 0.848 1.182 2.989
F 2.079 0.049 1.402
C 0.166 1.374 0.544
F 0.645 1.440 -0.831
F -0.631 2.552 0.741
C -0.851 0.105 0.574
F -0.215 -1.043 -0.010
F -1.444 -0.138 1.847
F -1.950 0.462 -0.312
C 7.117 3.462 1.227
C 8.617 3.611 1.745
N 9.412 4.821 1.942
S 10.882 4.155 2.541
N 10.639 2.447 2.628
C 9.279 2.203 2.126
H 8.181 -1.101 6.259
H 10.545 -0.254 2.339
H 9.133 -1.431 1.857
H 6.734 -1.281 0.379
H 5.187 -0.475 1.029
H 7.346 -3.095 1.873
H 4.678 1.246 -0.113
H 4.765 3.131 -0.076
H 4.070 1.189 2.459
H 4.341 3.016 2.573
H 6.562 4.429 0.961
C -4.420 0.932 -1.831
C -5.915 1.141 -1.721
C -6.484 0.790 -0.379
O -7.836 0.480 -0.701
C -7.835 0.030 -1.988
O -8.769 -0.496 -2.530
O -6.622 0.252 -2.581
H -4.108 0.925 -2.880
H -3.876 1.721 -1.307
H -4.119 -0.031 -1.409
H -6.173 2.165 -2.017
H -6.433 1.617 0.328
H -6.026 -0.096 0.072
C 0.794 -3.504 -4.598
C 1.870 -3.613 -3.539
C 1.471 -3.063 -2.202
O 2.728 -2.721 -1.632
C 3.563 -2.439 -2.673
O 4.648 -1.935 -2.563
O 2.995 -2.802 -3.864
H 1.219 -3.647 -5.596
H 0.011 -4.249 -4.437
H 0.332 -2.513 -4.594
H 2.219 -4.650 -3.464
H 0.950 -3.796 -1.584
H 0.864 -2.154 -2.268
C -9.917 0.830 3.559
C -8.468 1.099 3.905
C -8.201 2.497 4.379
O -6.829 2.668 4.046
C -6.587 1.862 2.973
O -5.587 1.888 2.308
O -7.641 1.021 2.749
H -10.006 -0.083 2.964
H -10.520 0.722 4.464
H -10.340 1.639 2.958
H -8.108 0.352 4.622
H -8.358 2.615 5.452
H -8.781 3.257 3.846
C -5.102 -2.688 -5.942
C -4.022 -2.802 -4.888
C -4.412 -2.251 -3.549
O -3.150 -1.915 -2.985
C -2.321 -1.637 -4.030
O -1.232 -1.138 -3.924
O -2.894 -1.997 -5.218
H -4.681 -2.833 -6.941
H -5.887 -3.429 -5.778
H -5.559 -1.695 -5.936
H -3.678 -3.841 -4.815
H -4.934 -2.981 -2.928
H -5.014 -1.339 -3.610
```

Its SMILES is C#CCc1c(CC(=O)O)c(CCC(F)(F)C(F)(F)C(F)(F)C(F)(F)F)cc2nsnc12.C[C@@H]1COC(=O)O1.C[C@@H]1COC(=O)O1.C[C@@H]1COC(=O)O1.C[C@@H]1COC(=O)O1. Its multiplicity is 1. Its HOMO-LUMO gap is 7.2 eV. Its total charge is 0.

***

Density functional theory data (ωB97M-V/def2-TZVPD) for a cluster of 5 separate species, C33H35N10O10S in total in a non-equilibrium geometry.

Structure (XYZ):
```
89
Properties=species:S:1:pos:R:3
C 3.901 8.233 1.041
C 2.930 7.053 1.015
O 3.569 5.799 1.232
C 2.113 6.986 -0.295
C 1.899 5.596 -0.749
N 2.739 4.955 -1.544
C 2.211 3.755 -1.742
N 2.714 2.772 -2.510
N 1.044 3.648 -1.065
N 0.838 4.845 -0.443
C -0.319 5.229 0.376
C -1.373 4.157 0.589
S -2.366 3.675 -0.837
C -3.058 5.139 -1.445
N -3.707 5.227 -2.563
N -4.100 6.557 -2.666
C -3.657 7.140 -1.605
O -2.976 6.306 -0.756
H 3.839 8.836 0.139
H 4.923 7.879 1.130
H 3.692 8.901 1.871
H 2.219 7.221 1.825
H 3.531 5.597 2.170
H 2.618 7.502 -1.106
H 1.168 7.502 -0.138
H 3.688 2.533 -2.489
H 2.145 2.306 -3.195
H 0.402 2.870 -1.034
H -0.786 6.088 -0.094
H 0.047 5.542 1.351
H -2.030 4.521 1.375
H -0.962 3.218 0.954
H -3.750 8.172 -1.323
C -1.293 -2.340 -0.432
C -1.839 -1.103 -0.749
C -1.208 -0.283 -1.669
C -0.033 -0.731 -2.247
C 0.535 -1.952 -1.933
C -0.106 -2.759 -1.014
N 0.634 0.113 -3.239
O 0.143 1.207 -3.488
O 1.646 -0.298 -3.761
H -1.794 -2.983 0.276
H -2.763 -0.778 -0.288
H -1.626 0.677 -1.937
H 1.455 -2.267 -2.403
H 0.313 -3.722 -0.759
C -6.938 -3.456 -4.806
C -5.853 -2.688 -5.211
C -4.640 -2.798 -4.552
C -4.541 -3.683 -3.494
C -5.607 -4.453 -3.070
C -6.816 -4.333 -3.736
N -3.250 -3.816 -2.802
O -2.330 -3.114 -3.172
O -3.172 -4.617 -1.889
H -7.882 -3.371 -5.327
H -5.951 -2.006 -6.043
H -3.788 -2.209 -4.855
H -5.496 -5.133 -2.239
H -7.662 -4.928 -3.422
C -0.539 -3.227 3.678
C -1.776 -2.607 3.540
C -1.849 -1.302 3.087
C -0.669 -0.646 2.783
C 0.572 -1.240 2.924
C 0.635 -2.549 3.375
N -0.746 0.725 2.282
O -1.845 1.228 2.142
O 0.291 1.309 2.003
H -0.487 -4.251 4.026
H -2.684 -3.142 3.781
H -2.801 -0.806 2.972
H 1.472 -0.696 2.680
H 1.584 -3.057 3.491
C 5.945 -8.376 3.619
C 5.562 -7.637 4.731
C 4.642 -6.610 4.599
C 4.122 -6.348 3.345
C 4.492 -7.067 2.223
C 5.413 -8.089 2.368
N 3.132 -5.273 3.200
O 2.832 -4.638 4.198
O 2.660 -5.071 2.100
H 6.660 -9.180 3.728
H 5.977 -7.862 5.703
H 4.335 -6.027 5.454
H 4.068 -6.833 1.258
H 5.715 -8.665 1.504
```

Its multiplicity is 1. Its HOMO-LUMO gap is 8.9 eV. Its total charge is +1.

***

> Which of these has the lowest total charge?

C33H35F9N2O14S

***

> What is the total charge in the second record?

0

***

> The lowest total charge belongs to which entry?

C33H35F9N2O14S

***

Repeat the second record exactly.
Density functional theory data (ωB97M-V/def2-TZVPD) for a cluster of 5 separate species, C33H35F9N2O14S in total in a non-equilibrium geometry.

Structure (XYZ):
```
94
Properties=species:S:1:pos:R:3
C 8.714 -1.036 5.249
C 9.121 -0.839 4.023
C 9.422 -0.503 2.467
C 8.568 0.800 1.994
C 7.080 0.682 1.460
C 6.291 -0.707 1.289
C 6.240 -1.612 2.637
O 5.533 -1.261 3.634
O 7.015 -2.826 2.774
C 6.374 2.079 1.082
C 4.826 2.166 0.557
C 3.912 2.178 1.886
C 2.363 2.559 1.634
F 2.264 3.420 0.488
F 1.967 3.381 2.781
C 1.354 1.298 1.627
F 0.848 1.182 2.989
F 2.079 0.049 1.402
C 0.166 1.374 0.544
F 0.645 1.440 -0.831
F -0.631 2.552 0.741
C -0.851 0.105 0.574
F -0.215 -1.043 -0.010
F -1.444 -0.138 1.847
F -1.950 0.462 -0.312
C 7.117 3.462 1.227
C 8.617 3.611 1.745
N 9.412 4.821 1.942
S 10.882 4.155 2.541
N 10.639 2.447 2.628
C 9.279 2.203 2.126
H 8.181 -1.101 6.259
H 10.545 -0.254 2.339
H 9.133 -1.431 1.857
H 6.734 -1.281 0.379
H 5.187 -0.475 1.029
H 7.346 -3.095 1.873
H 4.678 1.246 -0.113
H 4.765 3.131 -0.076
H 4.070 1.189 2.459
H 4.341 3.016 2.573
H 6.562 4.429 0.961
C -4.420 0.932 -1.831
C -5.915 1.141 -1.721
C -6.484 0.790 -0.379
O -7.836 0.480 -0.701
C -7.835 0.030 -1.988
O -8.769 -0.496 -2.530
O -6.622 0.252 -2.581
H -4.108 0.925 -2.880
H -3.876 1.721 -1.307
H -4.119 -0.031 -1.409
H -6.173 2.165 -2.017
H -6.433 1.617 0.328
H -6.026 -0.096 0.072
C 0.794 -3.504 -4.598
C 1.870 -3.613 -3.539
C 1.471 -3.063 -2.202
O 2.728 -2.721 -1.632
C 3.563 -2.439 -2.673
O 4.648 -1.935 -2.563
O 2.995 -2.802 -3.864
H 1.219 -3.647 -5.596
H 0.011 -4.249 -4.437
H 0.332 -2.513 -4.594
H 2.219 -4.650 -3.464
H 0.950 -3.796 -1.584
H 0.864 -2.154 -2.268
C -9.917 0.830 3.559
C -8.468 1.099 3.905
C -8.201 2.497 4.379
O -6.829 2.668 4.046
C -6.587 1.862 2.973
O -5.587 1.888 2.308
O -7.641 1.021 2.749
H -10.006 -0.083 2.964
H -10.520 0.722 4.464
H -10.340 1.639 2.958
H -8.108 0.352 4.622
H -8.358 2.615 5.452
H -8.781 3.257 3.846
C -5.102 -2.688 -5.942
C -4.022 -2.802 -4.888
C -4.412 -2.251 -3.549
O -3.150 -1.915 -2.985
C -2.321 -1.637 -4.030
O -1.232 -1.138 -3.924
O -2.894 -1.997 -5.218
H -4.681 -2.833 -6.941
H -5.887 -3.429 -5.778
H -5.559 -1.695 -5.936
H -3.678 -3.841 -4.815
H -4.934 -2.981 -2.928
H -5.014 -1.339 -3.610
```

Its SMILES is C#CCc1c(CC(=O)O)c(CCC(F)(F)C(F)(F)C(F)(F)C(F)(F)F)cc2nsnc12.C[C@@H]1COC(=O)O1.C[C@@H]1COC(=O)O1.C[C@@H]1COC(=O)O1.C[C@@H]1COC(=O)O1. Its multiplicity is 1. Its HOMO-LUMO gap is 7.2 eV. Its total charge is 0.